Entry 1:
{
  "formula": "C6H7IO2",
  "method": "wB97M-V/def2-TZVPD",
  "homo_energy_ev": -8.5443,
  "total_energy_ha": -680.87212,
  "homo_lumo_gap_ev": 9.042,
  "elements": ["C", "O", "C", "I", "C", "C", "C", "C", "O", "H", "H", "H", "H", "H", "H", "H"],
  "positions_angstrom": [[0.283, -2.751, 0.168], [0.451, -1.593, -0.448], [1.112, -0.275, 0.537], [2.985, 0.008, -0.193], [0.134, 0.744, 0.130], [0.061, 1.586, -0.961], [-1.099, 2.285, -0.835], [-1.692, 1.910, 0.386], [-0.902, 1.003, 0.970], [0.464, -2.680, 1.238], [0.918, -3.559, -0.201], [-0.661, -3.149, 0.219], [1.187, -0.517, 1.622], [0.592, 1.689, -1.835], [-1.268, 3.005, -1.602], [-2.564, 2.293, 0.805]]
}



Entry 2:
{
  "formula": "C6H7MgNO4",
  "method": "wB97M-V/def2-TZVPD",
  "homo_energy_ev": -17.5167,
  "total_charge": 2,
  "total_energy_ha": -788.02073,
  "homo_lumo_gap_ev": 7.583,
  "elements": ["O", "C", "Mg", "C", "C", "O", "O", "C", "N", "C", "C", "O", "H", "H", "H", "H", "H", "H", "H"],
  "positions_angstrom": [[-0.202, 4.340, -4.161], [-0.276, 3.192, -4.137], [-0.459, -1.294, -1.935], [1.332, -1.039, -3.358], [-2.213, -1.122, -3.419], [2.353, -1.219, -3.934], [-3.150, -1.416, -4.040], [-0.945, 0.569, 2.377], [0.261, -0.098, 1.924], [1.186, -0.630, 2.915], [0.481, -0.313, 0.637], [-0.356, -0.085, -0.304], [-0.953, 0.596, 3.462], [-1.837, 0.054, 2.029], [-0.987, 1.587, 1.996], [1.315, -1.711, 2.826], [2.184, -0.201, 2.815], [0.831, -0.421, 3.923], [1.433, -0.789, 0.386]]
}



Entry 3:
{
  "formula": "C6H7N",
  "method": "wB97M-V/def2-TZVPD",
  "homo_energy_ev": -9.1633,
  "total_energy_ha": -287.44572,
  "homo_lumo_gap_ev": 9.659,
  "elements": ["C", "C", "C", "C", "C", "C", "N", "H", "H", "H", "H", "H", "H", "H"],
  "positions_angstrom": [[1.386, -0.325, -1.122], [-1.534, 0.987, -0.549], [-1.174, -0.243, -0.934], [-0.206, 1.306, 0.082], [0.196, -0.099, -0.412], [0.690, -1.207, 1.345], [2.370, -0.488, -1.691], [-2.427, 1.575, -0.648], [-1.644, -1.042, -1.476], [0.356, 2.136, -0.348], [-0.225, 1.414, 1.166], [0.253, -2.168, 1.122], [0.194, -0.657, 2.122], [1.764, -1.188, 1.345]]
}



Entry 4:
{
  "formula": "C6H7N",
  "method": "wB97M-V/def2-TZVPD",
  "homo_energy_ev": -9.5039,
  "total_energy_ha": -287.47981,
  "homo_lumo_gap_ev": 9.947,
  "elements": ["N", "C", "C", "C", "C", "C", "C", "H", "H", "H", "H", "H", "H", "H"],
  "positions_angstrom": [[0.900, -1.008, -2.588], [0.451, -1.341, -1.558], [-0.603, -0.827, -0.222], [-0.741, 0.640, -0.651], [0.121, 1.419, 0.302], [0.676, 0.627, 1.218], [0.140, -0.791, 1.124], [-1.472, -1.476, -0.308], [-0.144, 0.437, -1.513], [-1.680, 1.051, -1.030], [0.358, 2.469, 0.135], [1.426, 0.925, 1.948], [0.901, -1.562, 1.059], [-0.495, -1.018, 1.997]]
}



Number 4 is which compound?
C6H7N